(1)
{"formula": "C6H12N5O", "method": "ωB97M-V/def2-TZVPD", "homo_lumo_gap_ev": 11.0, "max_force_ev_per_a": 3.56, "relative_energy_kj_mol": 183.9, "energy_ha": -584.57502, "charge": 1, "species": ["C", "C", "C", "C", "C", "C", "N", "N", "N", "N", "N", "O", "H", "H", "H", "H", "H", "H", "H", "H", "H", "H", "H", "H"], "positions_angstrom": [[0.601, 0.079, -3.209], [0.193, 0.032, -1.129], [-0.067, 1.424, 0.913], [-1.235, -1.463, 1.386], [0.271, -1.123, 1.216], [0.598, 0.062, 0.326], [1.205, 0.160, -2.050], [-0.740, -0.032, -3.094], [-0.969, -0.060, -1.785], [-1.379, 1.598, 0.962], [2.061, 0.333, 0.239], [0.703, 2.241, 1.282], [1.001, 0.117, -4.222], [-1.702, -0.894, 2.196], [-1.980, -1.159, 0.537], [-1.588, -2.473, 1.662], [0.631, -2.075, 0.811], [0.811, -0.794, 2.258], [-1.812, -0.155, -1.233], [-1.863, 0.717, 0.827], [-1.651, 2.338, 1.579], [2.078, 0.310, -1.005], [2.493, -0.405, 0.801], [2.339, 1.223, 0.733]], "mulliken_charge": [-0.041, -0.744, 0.285, -1.337, -0.300, 0.838, -0.422, -0.831, 0.620, -0.292, -0.303, -0.609, 0.460, 0.414, 0.181, 0.373, 0.374, 0.393, 0.246, 0.138, 0.334, 0.512, 0.376, 0.335]}

---

(2)
{"formula": "C6H12NO", "method": "ωB97M-V/def2-TZVPD", "homo_lumo_gap_ev": 4.3, "max_force_ev_per_a": 3.38, "relative_energy_kj_mol": 720.7, "energy_ha": -365.27486, "charge": 1, "species": ["C", "O", "C", "C", "C", "C", "C", "N", "H", "H", "H", "H", "H", "H", "H", "H", "H", "H", "H", "H"], "positions_angstrom": [[0.233, -1.132, -1.098], [0.750, -0.324, -0.225], [-1.344, -1.207, -0.724], [-2.041, 0.137, -0.736], [-1.631, 0.915, 0.456], [-2.335, 1.359, 1.484], [3.472, 0.415, 0.739], [4.368, 0.642, -0.087], [0.639, -2.163, -1.032], [0.372, -0.767, -2.129], [5.289, 0.633, 0.365], [-1.359, -1.594, 0.297], [-1.848, -1.966, -1.328], [-3.086, -0.188, -0.737], [-1.813, 0.783, -1.583], [-3.361, 1.094, 1.690], [-1.841, 1.965, 2.209], [2.419, 0.464, 0.399], [3.681, -0.219, 1.603], [-0.564, 1.153, 0.438]], "mulliken_charge": [-0.188, -0.281, -0.570, -0.354, 0.009, -0.829, -0.086, -0.361, 0.321, 0.318, 0.300, 0.390, 0.387, 0.329, 0.276, 0.279, 0.283, 0.194, 0.278, 0.305]}

---

(3)
{"formula": "C6H12NO", "method": "ωB97M-V/def2-TZVPD", "homo_lumo_gap_ev": 8.0, "max_force_ev_per_a": 4.02, "smiles": "C=[NH+]/C=C/CCCO", "relative_energy_kj_mol": 195.6, "energy_ha": -365.47486, "charge": 1, "species": ["C", "O", "C", "C", "C", "C", "N", "C", "H", "H", "H", "H", "H", "H", "H", "H", "H", "H", "H", "H"], "positions_angstrom": [[0.617, 2.550, -0.230], [1.746, 2.690, -1.085], [0.746, 1.242, 0.505], [1.372, 0.016, -0.172], [0.270, -0.852, -0.686], [-0.450, -1.662, 0.095], [-1.760, -2.131, -0.319], [-2.433, -2.613, 0.672], [0.437, 3.457, 0.423], [-0.227, 2.528, -0.906], [2.444, 3.151, -0.609], [-0.276, 1.023, 0.971], [1.266, 1.275, 1.499], [2.031, 0.350, -1.016], [2.037, -0.625, 0.446], [-0.154, -0.523, -1.643], [-0.267, -1.890, 1.135], [-1.978, -2.251, -1.304], [-3.460, -2.979, 0.579], [-1.961, -2.755, 1.645]], "mulliken_charge": [-0.586, -0.526, -0.440, -0.688, -0.392, -0.060, 0.046, -0.089, 0.331, 0.269, 0.318, 0.364, 0.309, 0.351, 0.415, 0.275, 0.258, 0.325, 0.274, 0.245]}

---

(4)
{"formula": "C6H12NO", "method": "ωB97M-V/def2-TZVPD", "homo_lumo_gap_ev": [7.2, 8.4], "max_force_ev_per_a": 4.03, "relative_energy_kj_mol": 512.6, "energy_ha": -365.35411, "charge": 1, "species": ["C", "C", "C", "C", "C", "C", "N", "O", "H", "H", "H", "H", "H", "H", "H", "H", "H", "H", "H", "H"], "positions_angstrom": [[2.571, 1.144, 0.541], [1.542, 0.740, 0.035], [-0.052, -0.347, -1.673], [0.337, -2.163, 0.871], [-1.168, 1.984, 0.217], [0.404, 0.050, -0.283], [-0.254, -0.759, 0.769], [-2.312, 1.381, -0.015], [3.322, 1.518, 1.089], [0.422, -1.296, -1.870], [-1.218, -0.413, -1.754], [0.282, 0.424, -2.485], [0.067, -2.890, 0.139], [1.317, -2.035, 0.626], [0.114, -2.550, 1.933], [-0.773, 2.752, -0.462], [-0.868, 2.201, 1.219], [-1.255, -0.860, 0.429], [-0.101, -0.350, 1.648], [-2.375, 1.470, -0.973]], "mulliken_charge": [0.012, -0.634, -1.242, -0.903, -0.447, -0.042, 0.013, -0.394, 0.559, 0.365, 0.303, 0.342, 0.346, 0.424, 0.330, 0.301, 0.425, 0.458, 0.396, 0.388]}

---

(5)
{"formula": "C6H12NO", "method": "ωB97M-V/def2-TZVPD", "homo_lumo_gap_ev": [8.3, 8.3], "max_force_ev_per_a": 5.64, "smiles": "C=[N+](C)/C(C)=C/OC", "relative_energy_kj_mol": 245.1, "energy_ha": -365.45603, "charge": 1, "species": ["C", "C", "C", "C", "C", "C", "N", "O", "H", "H", "H", "H", "H", "H", "H", "H", "H", "H", "H", "H"], "positions_angstrom": [[-0.201, 0.337, 0.134], [0.772, 0.104, 2.363], [0.696, -0.229, -0.758], [-1.260, 1.309, -0.306], [-1.477, -0.491, 1.877], [1.652, -0.632, -2.882], [-0.186, -0.020, 1.573], [0.669, 0.020, -2.048], [1.814, 0.321, 1.943], [0.625, -0.368, 3.385], [1.509, -0.817, -0.427], [-0.904, 1.948, -1.028], [-1.717, 1.883, 0.485], [-1.999, 0.714, -0.807], [-1.660, -0.721, 2.988], [-1.912, -1.321, 1.134], [-2.284, 0.327, 1.570], [2.139, -1.567, -2.326], [2.499, 0.013, -3.004], [1.223, -0.810, -3.866]], "mulliken_charge": [0.408, 0.008, -0.300, -1.590, -0.800, -0.612, 0.234, -0.287, 0.287, 0.236, 0.347, 0.452, 0.450, 0.399, 0.323, 0.322, 0.288, 0.283, 0.308, 0.243]}

---

(6)
{"formula": "C6H12NO2", "method": "ωB97M-V/def2-TZVPD", "homo_lumo_gap_ev": 9.0, "max_force_ev_per_a": 10.39, "smiles": "CC1(C)C([NH3+])=C1C(O)O", "relative_energy_kj_mol": 483.5, "energy_ha": -440.59876, "charge": 1, "species": ["C", "C", "C", "C", "C", "C", "N", "O", "O", "H", "H", "H", "H", "H", "H", "H", "H", "H", "H", "H", "H"], "positions_angstrom": [[-0.477, -0.202, -0.212], [0.442, 0.971, 0.189], [1.061, -0.346, -0.104], [1.584, -1.138, 1.091], [1.834, -0.507, -1.393], [-1.892, -0.566, -0.275], [0.135, 2.368, 0.577], [-2.419, -1.045, 0.896], [-2.569, 0.584, -0.725], [2.476, -0.697, 1.624], [1.792, -2.202, 0.790], [0.722, -1.219, 1.673], [1.301, 0.079, -2.174], [1.804, -1.522, -1.800], [2.787, -0.436, -0.976], [-1.902, -1.414, -1.069], [1.022, 2.884, 1.026], [-0.781, 2.450, 1.104], [-0.068, 2.935, -0.265], [-3.344, -1.324, 0.721], [-3.510, 0.347, -0.697]], "mulliken_charge": [-0.319, -0.680, 1.485, -1.385, -1.535, 0.203, -0.314, -0.492, -0.487, 0.322, 0.359, 0.464, 0.393, 0.346, 0.482, 0.195, 0.426, 0.407, 0.419, 0.371, 0.340]}

---

(7)
{"formula": "C6H12NO3", "method": "ωB97M-V/def2-TZVPD", "homo_lumo_gap_ev": 9.0, "max_force_ev_per_a": 4.51, "relative_energy_kj_mol": 213.9, "energy_ha": -516.32062, "charge": -1, "species": ["C", "C", "C", "O", "N", "H", "H", "H", "H", "H", "H", "H", "C", "C", "C", "O", "O", "H", "H", "H", "H", "H"], "positions_angstrom": [[-0.507, -2.073, 0.052], [-1.888, -1.350, -0.166], [0.174, -2.253, -1.266], [-0.457, -2.926, -2.158], [1.520, -1.911, -1.317], [0.178, -1.339, 0.652], [-0.615, -2.937, 0.758], [-1.630, -0.290, -0.410], [-2.385, -1.121, 0.880], [1.925, -2.147, -2.165], [1.729, -0.784, -0.844], [-2.781, -1.804, -0.564], [0.919, 2.361, 0.921], [-0.522, 2.613, 0.722], [1.390, 0.944, 0.481], [0.736, 0.482, -0.461], [2.384, 0.449, 0.955], [1.596, 3.046, 0.267], [1.194, 2.847, 1.869], [-1.196, 1.963, 1.269], [-0.789, 2.598, -0.328], [-0.975, 3.633, 0.852]], "mulliken_charge": [0.096, -0.998, 0.288, -0.707, -0.506, -0.023, 0.368, 0.181, 0.242, 0.230, 0.367, 0.358, -0.339, -1.007, 0.628, -0.780, -0.722, 0.157, 0.309, 0.252, 0.238, 0.367]}

---

(8)
{"formula": "C6H12NO3", "method": "ωB97M-V/def2-TZVPD", "homo_lumo_gap_ev": 10.0, "max_force_ev_per_a": 4.19, "smiles": "C[C@@]1(O)C[NH2+][C@H]2[C@H](O)[C@]21O", "relative_energy_kj_mol": 192.6, "energy_ha": -515.95093, "charge": 1, "species": ["C", "C", "C", "C", "C", "C", "N", "O", "O", "O", "H", "H", "H", "H", "H", "H", "H", "H", "H", "H", "H", "H"], "positions_angstrom": [[-0.347, 1.424, -0.619], [0.403, 0.416, 1.495], [-0.745, -0.622, 1.505], [0.502, -0.648, 0.417], [0.223, -0.014, -1.001], [-0.668, -0.853, -1.910], [0.186, 1.681, 0.776], [-0.697, -1.667, 2.330], [1.398, -1.651, 0.618], [1.479, 0.341, -1.630], [0.055, 2.183, -1.330], [-1.367, 1.599, -0.721], [1.021, 0.561, 2.467], [-1.795, -0.168, 1.198], [-1.782, -0.725, -1.742], [-0.326, -1.836, -1.612], [-0.449, -0.635, -2.936], [0.940, 2.299, 0.642], [-0.490, 2.341, 1.244], [-0.480, -1.523, 3.285], [1.185, -2.454, 0.021], [1.755, -0.048, -2.496]], "mulliken_charge": [-1.429, -0.537, -0.124, 0.025, 1.479, -1.300, -0.076, -0.486, -0.495, -0.611, 0.414, 0.428, 0.400, 0.251, 0.323, 0.356, 0.462, 0.384, 0.371, 0.350, 0.428, 0.387]}

---

(9)
{"formula": "C6H12NO5S2", "method": "ωB97M-V/def2-TZVPD", "homo_lumo_gap_ev": 10.4, "max_force_ev_per_a": 4.83, "smiles": "C[C@H]1O[C@@]2(CCSS(=O)(=O)O2)O[N@H+]1C", "relative_energy_kj_mol": 0.0, "energy_ha": -1462.78380, "charge": 1, "species": ["C", "C", "C", "C", "C", "C", "N", "O", "O", "O", "O", "O", "S", "S", "H", "H", "H", "H", "H", "H", "H", "H", "H", "H", "H", "H"], "positions_angstrom": [[-0.467, 0.557, 0.549], [2.871, -0.607, 0.867], [1.704, -0.908, -1.757], [-1.039, 1.973, 0.234], [1.331, -0.733, 0.832], [-2.476, 1.902, -0.102], [0.799, -1.011, -0.567], [-1.313, -0.232, 1.247], [-0.284, -0.032, -0.765], [-3.695, -0.740, 1.268], [-2.160, -2.107, -0.106], [0.809, 0.568, 1.088], [-2.824, 0.474, -1.218], [-2.618, -0.829, 0.357], [3.303, -1.674, 0.660], [3.025, 0.184, 0.163], [3.054, -0.327, 1.927], [1.210, -1.085, -2.680], [2.495, -1.659, -1.785], [2.140, 0.054, -1.886], [-0.347, 2.412, -0.452], [-0.893, 2.627, 1.049], [0.967, -1.436, 1.439], [0.323, -1.989, -0.693], [-2.741, 2.918, -0.446], [-3.174, 1.702, 0.779]], "mulliken_charge": [0.762, -1.221, -1.003, -0.725, -0.201, -0.601, 0.127, -0.394, -0.301, -0.548, -0.603, -0.419, -0.051, 1.119, 0.329, 0.400, 0.375, 0.365, 0.403, 0.436, 0.340, 0.479, 0.638, 0.496, 0.462, 0.333]}

---

(10)
{"formula": "C6H12NOS", "method": "ωB97M-V/def2-TZVPD", "homo_lumo_gap_ev": 9.1, "max_force_ev_per_a": 6.78, "smiles": "OC(CCS)=[N+]1CCC1", "relative_energy_kj_mol": 153.6, "energy_ha": -763.68325, "charge": 1, "species": ["C", "C", "C", "C", "C", "C", "N", "O", "S", "H", "H", "H", "H", "H", "H", "H", "H", "H", "H", "H", "H"], "positions_angstrom": [[-2.386, -1.464, -0.063], [1.247, 0.983, 0.930], [-2.179, -0.100, -0.577], [-0.800, -1.425, 0.364], [2.409, 0.742, -0.101], [-0.111, 0.969, 0.202], [-0.796, -0.115, -0.004], [-0.535, 2.066, -0.439], [3.056, -0.941, -0.141], [-2.940, -1.671, 0.947], [-2.619, -2.299, -0.704], [1.367, 0.236, 1.768], [1.315, 1.983, 1.362], [-2.136, 0.104, -1.678], [-2.930, 0.528, -0.028], [-0.255, -1.700, 1.339], [-0.317, -1.981, -0.455], [2.211, 0.980, -1.217], [3.243, 1.373, 0.159], [3.223, -1.173, -1.434], [-0.069, 2.905, -0.230]], "mulliken_charge": [-0.436, -0.833, -0.519, -0.628, -0.522, 0.577, 0.259, -0.461, -0.230, 0.253, 0.319, 0.375, 0.369, 0.334, 0.271, 0.333, 0.251, 0.349, 0.369, 0.166, 0.404]}

---

(11)
{"formula": "C6H12NP", "method": "ωB97M-V/def2-TZVPD", "homo_lumo_gap_ev": [8.3, 8.0], "max_force_ev_per_a": 4.15, "relative_energy_kj_mol": 433.5, "energy_ha": -631.69039, "charge": 0, "species": ["C", "C", "C", "C", "C", "C", "N", "P", "H", "H", "H", "H", "H", "H", "H", "H", "H", "H", "H", "H"], "positions_angstrom": [[-3.036, 1.669, -0.327], [-2.076, -1.070, 0.138], [-1.073, 0.005, 0.246], [1.557, 0.457, -1.249], [2.135, -0.571, 1.041], [1.416, -0.662, -0.316], [-3.013, 1.698, 0.926], [-2.132, 0.231, -1.159], [-3.635, 2.424, -0.922], [-1.650, -2.117, -0.268], [-2.694, -1.168, 0.990], [-1.017, 0.620, 1.089], [0.812, 0.503, -1.972], [2.454, 0.603, -1.830], [1.452, 1.507, -0.725], [2.023, -1.535, 1.633], [1.950, 0.329, 1.539], [3.269, -0.445, 0.832], [1.518, -1.576, -0.738], [-3.149, 2.601, 1.384]], "mulliken_charge": [-0.106, -0.810, -0.086, -1.043, -1.131, -0.075, -0.497, -0.217, 0.368, 0.242, 0.345, 0.478, 0.324, 0.386, 0.230, 0.271, 0.342, 0.319, 0.449, 0.209]}

---

(12)
{"formula": "C6H12NP", "method": "ωB97M-V/def2-TZVPD", "homo_lumo_gap_ev": 6.8, "max_force_ev_per_a": 7.05, "relative_energy_kj_mol": 354.3, "energy_ha": -631.72053, "charge": 0, "species": ["C", "C", "C", "C", "C", "C", "N", "P", "H", "H", "H", "H", "H", "H", "H", "H", "H", "H", "H", "H"], "positions_angstrom": [[-3.993, -0.349, 0.430], [-3.832, -0.107, -0.715], [2.319, 1.213, 0.511], [0.734, -1.883, 0.142], [1.044, 1.606, -0.336], [0.119, -0.666, -0.705], [0.005, 0.546, 0.090], [-1.029, 0.644, 1.277], [-4.102, -0.506, 1.458], [-3.369, 0.020, -1.658], [1.934, 0.743, 1.400], [2.857, 0.450, 0.002], [2.882, 2.010, 0.854], [1.853, -1.919, 0.214], [0.440, -1.750, 1.097], [0.289, -2.893, -0.253], [0.660, 2.541, 0.241], [1.072, 1.710, -1.349], [0.859, -0.490, -1.470], [-0.741, -0.919, -1.230]], "mulliken_charge": [-0.583, -0.231, -0.997, -1.067, -0.531, -0.583, 0.120, -0.231, 0.446, 0.346, 0.318, 0.252, 0.390, 0.264, 0.342, 0.311, 0.297, 0.420, 0.302, 0.415]}